Entry 1:
94
Properties=species:S:1:pos:R:3:forces:R:3 method="wB97M-V/def2-TZVPD" homo_energy_ev=-10.077 multiplicity=1 homo_lumo_gap_ev=9.08 largest_force_ev_per_a=4.50
O 17.053418 12.046560 19.776315 -1.896 -1.007 -0.872
N 16.077889 11.374335 19.418850 -0.536 -0.561 0.398
O 15.049148 11.776425 18.861402 1.488 0.429 0.477
C 16.054434 9.897335 19.696615 0.841 -1.261 0.346
C 14.899148 9.094976 19.527850 0.516 2.248 0.056
C 14.894115 7.738189 19.774204 0.868 0.626 -0.274
C 16.113032 7.167576 20.057932 0.716 0.219 0.448
C 17.281095 7.927726 20.187977 0.598 -0.604 0.848
C 17.260761 9.301011 20.098715 0.035 1.498 -0.936
H 14.048879 9.674071 19.247146 -0.834 -0.147 -0.187
H 14.023659 7.122578 19.708403 -0.524 0.015 -0.068
H 16.145675 6.123551 20.265732 0.195 -0.681 -0.034
H 18.230262 7.451273 20.486101 -0.655 0.110 -0.308
H 18.155155 9.963937 20.195564 -0.823 -0.916 0.082
O 10.028618 7.634091 20.238549 0.585 -0.545 -0.217
N 10.381962 8.775808 20.029076 -2.425 0.078 0.349
O 11.351285 9.314963 20.456391 2.438 -0.006 0.616
C 9.411710 9.670159 19.401654 0.783 1.096 -0.480
C 8.173678 9.194486 19.092883 -0.383 1.056 -0.698
C 7.244209 10.104077 18.583882 0.314 0.206 0.198
C 7.586598 11.421240 18.436027 0.255 1.568 0.448
C 8.883354 11.899849 18.751259 -0.505 -1.000 -0.182
C 9.821794 11.009438 19.222759 -0.917 -0.787 0.144
H 7.975763 8.177723 19.236321 -0.417 -1.274 0.227
H 6.219342 9.916115 18.341832 -0.311 -0.872 0.044
H 6.772857 12.123537 18.203853 0.716 -0.227 -0.268
H 9.175699 12.921387 18.661106 -0.229 0.663 -0.148
H 10.799016 11.311869 19.548798 0.177 0.064 -0.118
O 10.043452 15.611090 18.784824 0.753 -0.594 -0.252
C 11.089397 15.051426 18.611946 -0.624 0.746 -0.470
O 11.959654 14.708623 19.556824 0.490 -0.439 -0.021
C 13.129806 14.131510 18.924877 0.652 -0.203 2.435
C 12.731036 13.862003 17.558477 -1.374 0.264 -2.512
F 12.308153 12.561409 17.388031 -0.110 -0.072 0.025
O 11.589577 14.721116 17.372511 0.338 -0.742 0.451
H 13.935885 14.832338 18.940934 0.415 0.790 0.073
H 13.492915 13.267770 19.508665 -0.581 0.275 -0.492
H 13.427433 14.077460 16.727634 -0.123 -0.042 0.698
O 8.288581 14.667902 12.099367 -0.035 -0.525 -0.310
C 7.616072 13.677156 12.179137 1.346 1.913 1.408
O 7.031150 13.045938 11.220874 -1.739 -1.066 -1.322
C 5.927057 12.240660 11.800492 3.947 -1.686 -0.031
C 6.484110 12.071193 13.238563 -2.367 0.449 -0.275
F 7.136941 10.905122 13.292023 0.944 -1.238 0.190
O 7.332542 13.118952 13.381312 0.652 0.786 0.469
H 5.065668 12.769044 11.646887 -2.315 1.188 -0.078
H 5.985510 11.273906 11.278016 -0.447 0.438 0.213
H 5.776028 12.110783 14.074140 -0.037 -0.121 -0.301
O 6.802826 13.600479 16.202368 0.528 2.665 -0.569
C 7.236091 14.709053 15.891370 1.094 -4.367 0.132
O 8.487872 14.868028 15.380060 -0.696 -1.014 0.395
C 8.751975 16.235154 15.300884 0.516 1.170 -0.338
C 7.374027 16.864991 15.346953 -0.998 -0.262 0.210
F 6.724312 16.975259 14.138582 0.873 0.643 -0.070
O 6.648538 15.857559 15.981151 -1.861 0.392 1.247
H 9.334337 16.537894 16.173283 0.094 0.163 -0.115
H 9.270932 16.429040 14.369567 0.094 0.195 -0.078
H 7.186205 17.729646 15.987228 0.515 0.353 -0.671
O 10.668742 11.721150 11.330931 -0.736 -0.490 -0.353
C 10.648311 11.647481 12.510914 1.767 0.819 1.384
O 10.053129 12.507449 13.352228 -0.309 -0.542 1.252
C 10.241468 12.007334 14.748536 -1.163 -0.423 -0.748
C 11.529564 11.216564 14.609452 -0.075 -0.053 -0.161
F 11.552420 10.049697 15.345308 -0.092 1.037 -0.298
O 11.488550 10.834437 13.241804 0.064 -0.196 -0.297
H 10.166676 12.824893 15.461298 0.459 0.174 -0.314
H 9.417407 11.308563 14.991971 0.309 0.272 -0.286
H 12.428027 11.824355 14.829465 -0.219 -0.664 -0.122
O 12.898441 17.366076 9.567984 -2.171 -3.090 -0.017
C 12.210304 16.386321 9.813850 1.221 1.440 0.943
O 11.685969 15.400110 9.031994 0.823 1.998 0.010
C 10.825824 14.584961 9.788219 -0.758 -1.587 1.298
C 11.320920 14.851796 11.233426 0.779 -1.258 -1.192
F 12.427149 13.967042 11.401824 -0.728 0.420 0.500
O 11.864602 16.110017 11.181527 0.043 0.608 -1.650
H 9.754759 14.765105 9.630288 0.318 0.766 0.091
H 10.927452 13.512721 9.528732 0.568 0.700 0.146
H 10.643655 14.741333 12.069227 -0.162 -0.108 -0.056
O 11.338899 18.556763 16.002394 0.225 0.066 -0.372
C 12.111939 18.029827 15.273022 0.694 -0.835 -0.163
O 12.790750 18.579611 14.242322 -0.354 0.472 0.476
C 13.464840 17.608309 13.472518 0.413 -1.832 -0.804
C 13.371532 16.295243 14.358062 -0.150 1.804 0.597
F 14.543462 15.921087 14.981499 -0.044 0.470 -0.191
O 12.459750 16.693294 15.393513 0.220 -0.026 -1.063
H 12.947087 17.451885 12.487821 0.339 0.181 1.156
H 14.519549 17.863667 13.222573 -0.728 0.107 0.669
H 13.047659 15.408485 13.852256 -0.544 -0.314 -0.355
C 13.552403 9.766372 10.523499 -0.460 -1.100 -0.657
C 13.906916 10.937020 9.704356 0.336 1.720 -0.142
N 14.198837 11.969303 9.245806 -0.566 -2.112 0.566
H 13.157718 8.873606 9.941192 0.408 1.359 0.457
H 12.818353 10.045352 11.280295 -0.065 0.100 -0.240
H 14.423694 9.405876 11.057050 0.317 0.065 -0.001

---

Entry 2:
11
Properties=species:S:1:pos:R:3:forces:R:3 method="wB97M-V/def2-TZVPD" homo_energy_ev=-8.778 e_above_lowest_kcal_mol=82.7 multiplicity=1 homo_lumo_gap_ev=9.20 largest_force_ev_per_a=5.84
H -2.694277 -1.322313 0.005813 -0.752 -0.292 -0.676
N -2.534161 -0.366331 -0.323913 1.146 -1.428 1.466
C -1.298022 -0.241465 -0.044083 0.337 5.149 0.196
N -0.173384 -0.970819 0.228671 3.436 1.047 -2.314
C 0.896335 -0.159761 -0.123499 -5.321 0.783 2.275
N 2.188684 -0.407635 -0.314040 1.754 -1.505 2.302
O 0.628080 1.207931 -0.118359 -1.275 -2.355 -0.185
N -0.825170 1.214996 -0.056262 -0.778 1.789 0.345
H 2.637577 0.257469 0.370363 0.222 -0.878 -1.343
H 2.411014 -1.405953 -0.021038 -0.316 1.691 -0.697
H -1.236678 2.193876 0.396350 1.546 -4.000 -1.369

---

Entry 3:
33
Properties=species:S:1:pos:R:3:forces:R:3 method="wB97M-V/def2-TZVPD" homo_energy_ev="-12.415 / -12.703" multiplicity=3 total_charge=+1 homo_lumo_gap_ev="6.74 / 7.52" s_squared=2.01 largest_force_ev_per_a=6.31
W -0.799801 -0.895251 -0.299015 2.511 0.189 0.834
O -1.746045 -4.265685 -1.141766 1.369 2.560 2.605
S -1.150892 -3.546611 0.017134 -2.115 -5.661 -1.818
O 0.091147 -2.759020 -0.435238 -0.146 2.228 0.166
O -2.005102 -2.268256 0.406446 -0.064 1.013 -0.870
O -0.921960 -4.347078 1.177591 0.177 1.087 -0.254
N 2.048803 1.499714 -0.244750 -2.136 0.013 1.148
C 1.052378 1.576861 0.683726 -1.071 0.259 -0.950
N 0.034740 0.683320 0.912686 0.945 -1.129 -0.583
C -0.473945 0.851711 2.251405 0.665 0.145 0.219
C -0.990110 -0.172473 3.088089 -0.180 0.064 -2.354
C -1.194420 0.098887 4.408842 0.035 -0.491 1.113
C -0.871771 1.373435 4.931215 -1.135 -1.462 -0.534
C -0.417374 2.352741 4.088848 1.192 0.548 0.632
C -0.087802 2.097905 2.762491 -2.351 -2.020 1.548
S 0.759789 3.050037 1.679845 2.031 -0.288 -1.653
H 1.992229 0.874120 -1.056122 -0.037 0.224 0.541
H 2.587521 2.342083 -0.314120 0.434 0.111 -0.299
H -1.270141 -1.149235 2.627681 0.390 0.675 0.627
H -1.515443 -0.761123 5.041773 0.142 1.093 -0.359
H -1.063848 1.540832 5.978444 0.217 0.289 0.075
H -0.066316 3.245579 4.561959 -0.099 0.703 -0.011
Br 1.256460 0.617807 -6.553084 0.185 -0.792 0.517
C 0.862527 0.047606 -4.785807 -0.689 0.428 1.239
C 0.140747 1.039782 -4.042933 0.974 -0.457 -1.086
C -0.278157 0.736905 -2.778843 -0.561 -0.177 0.755
C 0.005497 -0.522896 -2.164490 -0.140 0.163 0.049
C 0.844885 -1.448237 -2.854839 -1.435 1.384 -0.286
C 1.202705 -1.200861 -4.162718 -0.375 2.409 -0.385
H -0.058372 2.034540 -4.479797 0.107 -0.800 0.198
H -0.847217 1.530033 -2.264021 0.103 -0.562 -0.056
H 1.080732 -2.362047 -2.376376 0.308 -0.774 0.162
H 1.798554 -1.895126 -4.664256 0.747 -0.973 -0.930

---

Entry 4:
90
Properties=species:S:1:pos:R:3:forces:R:3 method="wB97M-V/def2-TZVPD" homo_energy_ev=-8.142 e_above_lowest_kcal_mol=22.7 multiplicity=1 homo_lumo_gap_ev=8.45 largest_force_ev_per_a=0.81
K -0.264081 0.142610 0.485180 0.438 -0.130 0.667
C 2.866352 1.888776 -0.051757 0.032 0.020 0.048
N 1.730830 2.104894 0.833124 -0.120 -0.076 -0.027
C 0.893764 3.202695 0.382982 0.038 0.050 -0.021
C -0.476626 3.307391 1.033060 0.026 0.075 -0.165
C -1.291376 4.362986 0.626808 -0.005 -0.007 0.036
C -2.564434 4.465731 1.151369 0.028 -0.012 -0.018
C -2.988749 3.512661 2.066111 -0.042 -0.020 0.049
C -2.116215 2.498216 2.403664 -0.011 -0.088 0.021
N -0.881358 2.389371 1.905528 0.093 0.185 0.114
C 2.164211 2.257454 2.206189 0.018 -0.028 0.003
C 2.450467 0.956334 2.930542 0.039 0.009 0.098
C 2.719983 1.018621 4.299595 0.013 -0.025 -0.015
C 2.965012 -0.149853 4.993755 -0.033 0.025 -0.043
C 2.935987 -1.353743 4.300908 0.014 -0.008 -0.005
C 2.663443 -1.318289 2.946515 -0.040 -0.030 -0.045
N 2.425812 -0.193206 2.264391 -0.068 0.041 -0.032
C 2.506962 1.441374 -1.452437 0.043 0.041 -0.005
C 3.230402 1.930043 -2.535479 -0.020 -0.003 -0.005
C 2.908043 1.488265 -3.808339 0.011 0.007 0.016
C 1.857103 0.598497 -3.958568 -0.099 -0.038 -0.087
C 1.173779 0.178747 -2.826696 -0.033 0.040 0.047
N 1.510787 0.568727 -1.597106 0.037 0.069 0.057
H 3.492084 1.119768 0.406406 -0.022 -0.026 -0.011
H 3.480746 2.802544 -0.127654 0.016 0.000 -0.005
H 0.716639 3.073012 -0.688938 -0.006 0.000 -0.013
H 1.401668 4.177408 0.495131 0.016 0.003 0.001
H -0.920793 5.071558 -0.105857 -0.033 -0.015 0.026
H -3.222474 5.267992 0.842315 0.001 -0.003 0.004
H -3.982722 3.535241 2.493315 0.040 0.017 -0.034
H -2.421448 1.713400 3.091109 0.025 0.069 -0.055
H 1.373425 2.758172 2.761380 -0.030 0.027 0.015
H 3.057792 2.903638 2.281414 -0.012 -0.009 -0.027
H 2.721011 1.981206 4.799329 0.008 -0.049 0.004
H 3.161431 -0.127792 6.058225 0.004 -0.001 -0.006
H 3.112142 -2.299717 4.796967 -0.017 0.047 -0.009
H 2.611995 -2.239132 2.372395 0.008 0.030 0.031
H 4.018207 2.656749 -2.373209 -0.033 -0.039 -0.035
H 3.449760 1.853815 -4.673085 -0.014 -0.007 0.040
H 1.539217 0.251506 -4.933764 0.022 0.031 0.029
H 0.299907 -0.465931 -2.892302 0.092 0.045 0.005
C 1.198709 -4.149183 -0.819608 0.043 -0.005 -0.027
N 0.859061 -3.433060 0.401418 0.022 -0.044 0.013
C -0.554183 -3.520664 0.780842 -0.021 -0.055 0.036
C -0.732130 -2.979899 2.164304 -0.051 0.014 -0.134
N -0.556984 -1.728251 2.477763 0.033 -0.127 0.109
C -0.766474 -1.659278 3.847347 0.024 0.187 -0.061
C -0.681603 -0.560182 4.700343 -0.013 -0.016 -0.005
C -0.927847 -0.772349 6.043090 0.004 0.023 0.005
C -1.254656 -2.047072 6.533729 -0.011 0.014 0.034
C -1.348058 -3.144651 5.697728 -0.012 -0.013 -0.016
C -1.096401 -2.922295 4.347559 0.016 -0.160 -0.001
N -1.071611 -3.753499 3.238359 0.095 0.207 0.032
C 0.509517 -3.693173 -2.074560 -0.035 0.033 -0.031
N -0.778801 -3.671506 -2.255260 0.031 -0.036 -0.041
C -0.958964 -3.161089 -3.533298 -0.100 0.033 0.071
C -2.139552 -2.877106 -4.219450 0.007 -0.021 0.032
C -2.035502 -2.351137 -5.490921 0.020 0.019 -0.008
C -0.783305 -2.109349 -6.081438 -0.038 0.014 -0.064
C 0.395577 -2.378465 -5.414679 0.051 -0.048 0.041
C 0.279518 -2.900259 -4.128420 0.085 0.028 -0.037
N 1.211104 -3.252653 -3.170359 -0.178 -0.015 0.030
H 0.967868 -5.204535 -0.663203 -0.040 -0.047 -0.002
H 2.280270 -4.085407 -0.962649 -0.012 0.020 0.023
H 1.154437 -2.465658 0.336238 -0.059 0.063 0.005
H -0.838478 -4.574779 0.747514 -0.006 -0.025 0.049
H -1.230674 -3.002406 0.095021 0.031 0.083 -0.023
H -0.425344 0.418708 4.307910 -0.006 -0.059 0.019
H -0.868393 0.058559 6.736361 -0.006 -0.038 -0.028
H -1.442002 -2.172268 7.593576 0.009 0.004 -0.046
H -1.603467 -4.124695 6.083194 0.015 0.042 -0.026
H -1.246873 -4.738646 3.203618 -0.023 -0.130 0.061
H -3.098536 -3.053566 -3.748084 0.051 0.011 -0.029
H -2.932770 -2.111483 -6.048481 0.029 -0.013 0.022
H -0.742364 -1.702800 -7.085028 -0.006 -0.008 0.038
H 1.359693 -2.197099 -5.876171 -0.044 0.005 0.033
H 2.203015 -3.123304 -3.215683 0.136 0.030 -0.036
Br 0.235514 4.391695 -3.440667 -0.035 -0.035 0.030
C -1.361129 3.336826 -3.303698 0.019 0.002 -0.002
C -2.412049 3.625060 -4.157581 0.013 -0.028 0.040
C -3.549262 2.844087 -4.014075 -0.032 -0.023 -0.001
C -3.580956 1.846431 -3.052925 -0.048 -0.002 -0.007
C -2.459315 1.645921 -2.261042 0.183 -0.010 0.024
N -1.350463 2.394790 -2.394160 -0.102 -0.007 -0.007
C -2.368692 0.588552 -1.168308 -0.124 0.124 0.059
O -2.904119 0.882904 -0.080647 0.034 -0.053 -0.230
O -1.658101 -0.409415 -1.429883 -0.432 -0.170 -0.601
H -2.338098 4.416404 -4.888063 -0.009 -0.007 0.003
H -4.407099 3.020985 -4.651580 0.011 -0.009 0.008
H -4.458686 1.228490 -2.908540 0.058 0.038 -0.002

---

Entry 5:
11
Properties=species:S:1:pos:R:3:forces:R:3 method="wB97M-V/def2-TZVPD" homo_energy_ev="-6.479 / -5.888" e_above_lowest_kcal_mol=40.5 multiplicity=2 homo_lumo_gap_ev="5.87 / 4.59" s_squared=0.77 largest_force_ev_per_a=2.08
O -1.620325 -0.957741 1.022251 0.305 -0.435 0.723
C -0.548189 -1.537642 1.320276 -0.508 0.898 -1.800
C 0.733314 -0.943507 1.069777 -0.102 -0.126 0.866
H -0.578901 -2.590357 1.650407 -0.188 0.146 0.007
H 1.537918 -1.576511 0.693259 -0.087 0.300 0.360
H 0.934821 0.003218 1.582668 0.034 -0.137 -0.818
Cu -1.924995 0.694661 -0.391195 1.656 -0.139 -0.044
O 1.354577 1.545867 -1.356315 -1.781 0.943 -0.238
C 0.074218 1.398538 -1.348559 0.411 -0.889 -0.083
O -0.555656 0.672469 -2.178496 -0.133 0.112 0.604
Li 0.593219 3.291005 -2.064074 0.394 -0.672 0.424